# 1
This record from the Open Molecules 2025 dataset describes a single C5H10O molecule. The level of theory is wB97M-V/def2-TZVPD.

XYZ file:
```
16
Properties=species:S:1:pos:R:3:forces:R:3:nbo_charge:R:1
C -1.91012 0.93283 -0.03709 -0.01 0.02 0.07 -0.608
C -0.79705 0.16404 -0.74422 0.02 -0.08 0.01 -0.400
C 0.50821 0.05849 0.02368 -0.15 -0.23 -0.09 0.246
O 1.03057 1.35200 0.21936 0.27 0.06 -0.07 -0.711
C 0.84740 -0.94800 1.09598 -0.14 0.03 0.18 -0.448
C 1.42622 -1.08504 -0.29183 0.13 -0.02 -0.19 -0.448
H -2.76375 1.07329 -0.71084 0.14 -0.04 0.13 0.207
H -1.56050 1.92196 0.27347 -0.04 -0.14 -0.02 0.218
H -2.26522 0.39726 0.84942 0.07 0.08 -0.08 0.202
H -0.54247 0.68834 -1.67578 -0.04 -0.13 0.11 0.209
H -1.14739 -0.83391 -1.03424 0.08 0.08 0.14 0.201
H 1.98015 1.33323 0.06709 -0.03 0.04 0.00 0.471
H 1.53436 -0.56522 1.84883 -0.21 -0.06 -0.11 0.219
H 0.15863 -1.69956 1.47107 -0.06 0.18 -0.20 0.216
H 2.49174 -0.92012 -0.43556 -0.14 0.06 0.05 0.208
H 1.00922 -1.86961 -0.91932 0.13 0.16 0.05 0.217
```
Forces are in eV/Å.

Results
- Frontier orbital gap: 0.386 Ha
- E_LUMO: 0.0367 hartree
- HOMO energy: -9.51 eV

# 2
This record from the Open Molecules 2025 dataset describes a molecular structure, C5H10O. The level of theory is wB97M-V/def2-TZVPD.

XYZ file:
```
16
Properties=species:S:1:pos:R:3:forces:R:3:nbo_charge:R:1
C -1.63849 -1.46459 0.45161 0.14 0.04 -0.12 -0.677
C -1.31909 -0.11323 -0.07504 0.01 0.10 0.22 0.234
C -0.53218 0.82852 0.62180 -0.14 -0.08 0.11 -0.630
C 0.72916 0.39901 -0.74319 0.16 0.19 -0.19 0.354
C 2.16097 0.68241 -0.32255 -0.10 -0.02 0.14 -0.677
O 0.41401 -0.82117 -1.05478 -0.04 -0.02 0.01 -0.757
H -1.88233 -2.16618 -0.34736 0.04 0.12 0.09 0.239
H -0.79165 -1.84350 1.02658 -0.08 0.03 -0.05 0.243
H -2.50116 -1.37903 1.12950 0.11 0.09 -0.10 0.238
H -1.88721 0.22694 -0.94115 0.19 -0.07 0.10 0.207
H -0.77084 1.88556 0.52271 0.10 -0.20 -0.10 0.231
H -0.16334 0.52944 1.60328 -0.03 -0.01 -0.17 0.217
H 0.35144 1.21787 -1.38515 -0.02 -0.16 0.08 0.117
H 2.29959 1.72255 -0.01024 -0.05 -0.12 -0.02 0.209
H 2.47561 0.00827 0.47862 -0.09 0.08 -0.08 0.216
H 2.81022 0.49103 -1.18786 -0.20 0.01 0.06 0.236
```
Forces are in eV/Å.

Results
- Frontier orbital gap: 0.306 Ha
- E_LUMO: 0.0076 hartree
- HOMO energy: -8.11 eV

# 3
This record from the Open Molecules 2025 dataset describes a single C5H10O molecule at a distorted geometry. The level of theory is wB97M-V/def2-TZVPD.

XYZ file:
```
16
Properties=species:S:1:pos:R:3:forces:R:3:nbo_charge:R:1
C -0.87571 -0.36916 -1.20501 0.36 0.57 1.08 -0.663
C 0.29697 -0.00318 -0.04419 -1.79 0.12 -0.74 -0.069
C 1.57496 -0.76959 -0.31554 -1.06 -0.41 -1.20 -0.676
C 0.21673 1.42582 0.38690 -0.20 0.33 0.07 -0.432
C -0.25747 0.34138 1.30065 0.15 0.13 0.07 0.081
O -1.63421 0.23617 1.49771 -0.21 -0.09 0.41 -0.702
H -0.95597 -1.42787 -1.56585 0.55 0.61 0.79 0.211
H -1.83830 -0.13084 -0.76129 -0.12 0.16 -0.17 0.234
H -0.75707 0.22492 -2.13378 0.23 -0.03 0.68 0.215
H 1.83124 -1.64400 0.30289 -0.35 0.52 -0.06 0.214
H 2.47176 -0.24490 -0.68131 -0.62 0.04 0.28 0.216
H 0.84913 -1.02069 -1.11825 3.37 -2.14 -1.10 0.277
H 1.10784 1.99806 0.63720 -0.14 -0.25 -0.08 0.222
H -0.55819 1.96627 -0.14251 0.00 0.24 0.25 0.225
H 0.35211 0.11439 2.17986 -0.08 0.02 -0.27 0.179
H -1.82383 -0.69677 1.66253 -0.08 0.18 -0.01 0.469
```
Forces are in eV/Å.

Results
- Frontier orbital gap: 0.376 Ha
- E_LUMO: 0.0325 hartree
- HOMO energy: -9.34 eV

The evaluated ΔE to the lowest compared entry with this formula, charge and spin for the records listed, in turn: 26.2; 82.9; 72.3 kcal/mol.